The following is a DFT calculation (wB97M-V/def2-TZVPD) of a 3-piece molecular cluster, C20H19Cl3N2O10PS2 overall.

Element x y z (Å)
1 Cl -2.17 1.00 2.03
2 Cl 4.50 3.42 1.15
3 Cl 4.74 -0.65 -0.31
4 S -1.77 -3.34 -0.77
5 S -1.49 1.38 -5.19
6 P 1.71 0.49 -1.41
7 O -0.50 -3.96 -0.86
8 O -2.17 1.87 6.26
9 O -2.70 1.70 -6.21
10 O -2.85 -4.43 -0.28
11 O -0.27 1.55 -5.89
12 O -2.34 -2.61 -1.84
13 O -3.17 0.68 4.67
14 O -1.76 -0.19 -5.02
15 O -1.78 -2.42 0.55
16 O -1.76 2.03 -3.97
17 N 0.51 0.81 1.00
18 N 2.95 1.00 2.50
19 C -2.18 1.26 5.17
20 C 0.46 1.33 6.57
21 C -3.21 0.46 -6.73
22 C 1.63 1.20 4.48
23 C 4.22 0.83 0.47
24 C 1.70 0.75 0.43
25 C 1.25 -1.30 -1.50
26 C 0.42 1.24 5.12
27 C 0.35 1.14 7.75
28 C 2.90 0.86 1.19
29 C -2.84 -2.82 1.42
30 C 5.00 1.90 0.41
31 C -3.02 -0.54 -5.61
32 C -3.03 -4.30 1.14
33 C -0.84 1.19 4.40
34 C -0.75 1.07 3.04
35 C 0.18 1.31 -2.04
36 C 6.34 1.96 -0.29
37 C 1.72 1.06 3.07
38 C 0.51 0.98 2.35
39 H -2.99 -1.56 -5.97
40 H 7.15 1.73 0.41
41 H -2.57 -2.62 2.45
42 H -2.27 -4.90 1.64
43 H 0.44 2.26 -2.51
44 H 0.42 -1.47 -0.80
45 H 0.17 0.90 8.77
46 H -0.37 0.66 -2.73
47 H 6.34 1.31 -1.15
48 H -3.80 -0.44 -4.85
49 H -4.25 0.58 -7.03
50 H -4.02 -4.66 1.42
51 H 0.96 -1.59 -2.51
52 H 2.09 -1.90 -1.13
53 H -0.49 1.55 -1.21
54 H 6.50 2.99 -0.63
55 H -3.73 -2.25 1.16
56 H -2.61 0.19 -7.61
57 H 2.54 1.25 5.06

Properties
Total charge = -1
DFT total energy = -4153.6944 Ha

The computed natural (NBO) charges, all in e, follow: atom 1 (Cl): 0.029, atom 2 (Cl): 0.001, atom 3 (Cl): 0.008, atom 4 (S): 2.547, atom 5 (S): 2.544, atom 6 (P): 0.726, atom 7 (O): -0.903, atom 8 (O): -0.729, atom 9 (O): -0.687, atom 10 (O): -0.693, atom 11 (O): -0.897, atom 12 (O): -0.907, atom 13 (O): -0.749, atom 14 (O): -0.681, atom 15 (O): -0.674, atom 16 (O): -0.882, atom 17 (N): -0.379, atom 18 (N): -0.344, atom 19 (C): 0.724, atom 20 (C): 0.003, atom 21 (C): -0.102, atom 22 (C): -0.181, atom 23 (C): -0.063, atom 24 (C): -0.086, atom 25 (C): -0.911, atom 26 (C): -0.069, atom 27 (C): -0.195, atom 28 (C): 0.124, atom 29 (C): -0.100, atom 30 (C): -0.003, atom 31 (C): -0.097, atom 32 (C): -0.103, atom 33 (C): -0.099, atom 34 (C): -0.024, atom 35 (C): -0.930, atom 36 (C): -0.655, atom 37 (C): 0.101, atom 38 (C): 0.153, atom 39 (H): 0.211, atom 40 (H): 0.227, atom 41 (H): 0.235, atom 42 (H): 0.190, atom 43 (H): 0.232, atom 44 (H): 0.220, atom 45 (H): 0.222, atom 46 (H): 0.230, atom 47 (H): 0.237, atom 48 (H): 0.199, atom 49 (H): 0.209, atom 50 (H): 0.209, atom 51 (H): 0.232, atom 52 (H): 0.233, atom 53 (H): 0.256, atom 54 (H): 0.226, atom 55 (H): 0.200, atom 56 (H): 0.189, atom 57 (H): 0.225

***

The following is a DFT calculation (wB97M-V/def2-TZVPD) of a 14-piece molecular cluster, C55H134O44S9 overall.

Element x y z (Å)
1 S 16.09 12.79 11.91
2 S 13.98 15.73 9.78
3 S 10.70 12.81 19.21
4 S 25.55 20.41 16.32
5 S 19.17 19.86 15.57
6 S 23.33 16.35 11.83
7 S 19.50 13.66 15.68
8 S 19.04 22.11 23.14
9 S 23.09 24.30 18.93
10 O 20.28 24.21 11.66
11 O 13.13 30.03 17.91
12 O 22.75 22.86 18.19
13 O 17.37 13.48 11.98
14 O 20.82 14.06 16.61
15 O 15.58 12.23 10.64
16 O 14.92 13.75 12.72
17 O 14.84 27.74 15.94
18 O 22.05 15.66 11.70
19 O 24.56 15.81 10.80
20 O 20.35 22.53 23.61
21 O 24.03 24.11 20.02
22 O 9.41 12.88 19.83
23 O 26.65 21.36 17.14
24 O 19.32 12.22 15.55
25 O 15.11 18.08 18.08
26 O 23.02 19.88 20.36
27 O 12.46 19.52 14.24
28 O 26.22 19.27 15.69
29 O 18.33 14.43 16.10
30 O 15.62 15.84 10.01
31 O 20.02 26.36 13.28
32 O 19.21 21.68 21.53
33 O 21.26 17.77 19.16
34 O 25.58 21.77 22.26
35 O 18.20 21.14 23.90
36 O 23.82 16.49 13.20
37 O 15.60 24.80 15.99
38 O 17.61 19.45 15.87
39 O 12.45 18.99 19.36
40 O 22.02 21.65 12.44
41 O 11.45 14.27 19.32
42 O 23.46 25.28 17.86
43 O 18.51 19.06 11.53
44 O 23.28 17.81 11.06
45 O 15.76 19.91 12.64
46 O 19.82 20.39 16.79
47 O 13.26 15.80 11.06
48 O 10.97 12.24 17.90
49 O 19.51 18.28 15.25
50 O 13.61 14.73 8.72
51 O 24.73 21.28 15.49
52 O 16.60 15.24 19.86
53 O 19.30 20.67 14.41
54 C 27.55 23.54 17.86
55 C 13.45 31.07 18.81
56 C 15.60 17.37 19.19
57 C 20.25 14.29 14.02
58 C 16.73 23.84 16.02
59 C 16.17 11.46 13.21
60 C 15.65 25.71 14.93
61 C 16.55 16.19 18.81
62 C 23.63 20.92 21.16
63 C 21.42 24.73 19.56
64 C 17.18 18.21 15.26
65 C 24.54 19.86 17.77
66 C 22.17 22.64 11.39
67 C 12.59 15.77 17.88
68 C 14.54 26.70 14.94
69 C 26.79 21.36 22.93
70 C 19.97 23.86 12.98
71 C 14.24 29.65 17.10
72 C 13.84 17.35 8.94
73 C 25.15 20.98 21.18
74 C 23.24 21.19 13.00
75 C 20.88 19.18 19.21
76 C 21.61 19.91 20.38
77 C 17.90 21.99 19.67
78 C 14.38 15.46 14.35
79 C 21.05 23.36 16.49
80 C 16.44 15.54 8.89
81 C 14.35 19.74 12.72
82 C 23.65 17.69 9.74
83 C 18.01 21.20 20.90
84 C 12.67 14.48 18.68
85 C 15.40 14.93 13.32
86 C 14.70 19.49 18.29
87 C 18.43 17.58 14.71
88 C 23.03 13.61 17.14
89 C 21.38 26.37 13.67
90 C 13.61 19.83 19.41
91 C 11.63 19.20 20.51
92 C 17.80 15.95 9.38
93 C 16.34 20.23 11.34
94 C 18.07 23.66 22.89
95 C 13.72 28.54 16.23
96 C 13.88 19.56 14.18
97 C 24.95 16.84 9.84
98 C 17.42 14.07 19.67
99 C 11.95 19.19 15.55
100 C 21.69 12.98 17.04
101 C 11.72 11.75 20.30
102 C 20.88 23.18 10.87
103 C 22.43 22.85 16.82
104 C 26.22 22.65 17.51
105 C 20.71 17.16 18.02
106 C 19.91 19.07 11.44
107 C 19.32 25.10 13.61
108 C 17.85 20.36 11.44
109 H 21.46 25.71 20.02
110 H 17.11 21.45 21.46
111 H 22.83 17.17 9.25
112 H 12.65 31.22 19.53
113 H 14.47 19.83 17.28
114 H 12.76 11.88 19.99
115 H 28.22 23.07 18.58
116 H 14.69 16.39 14.84
117 H 25.59 19.99 21.17
118 H 17.61 23.03 19.86
119 H 10.74 18.56 20.57
120 H 13.41 28.99 15.29
121 H 21.23 19.66 21.37
122 H 18.58 15.61 8.70
123 H 13.44 15.81 13.93
124 H 16.18 18.04 19.84
125 H 21.07 17.78 17.20
126 H 21.33 19.63 18.33
127 H 12.83 17.54 8.58
128 H 14.20 14.72 15.13
129 H 27.32 24.47 18.37
130 H 23.19 23.43 16.30
131 H 20.22 22.32 10.84
132 H 12.94 27.95 16.70
133 H 20.18 18.02 11.45
134 H 23.88 22.00 13.36
135 H 12.05 19.96 16.32
136 H 16.24 19.36 10.69
137 H 21.95 25.47 13.43
138 H 18.48 24.25 22.07
139 H 25.57 21.55 20.35
140 H 12.08 19.07 21.50
141 H 12.98 13.65 18.04
142 H 18.10 24.21 23.82
143 H 15.52 20.13 18.60
144 H 18.38 16.50 14.82
145 H 12.52 18.28 15.74
146 H 22.93 20.54 13.82
147 H 19.63 17.16 17.92
148 H 26.79 20.39 23.41
149 H 13.58 26.21 15.08
150 H 16.19 16.07 7.97
151 H 11.54 12.15 21.30
152 H 27.17 22.12 23.61
153 H 15.19 10.97 13.28
154 H 13.99 19.79 20.43
155 H 21.26 20.93 20.20
156 H 21.04 13.59 13.79
157 H 15.74 15.78 12.72
158 H 25.84 17.35 10.20
159 H 22.01 27.17 13.27
160 H 11.15 20.17 20.40
161 H 18.23 21.03 12.21
162 H 16.27 14.83 13.97
163 H 17.82 17.03 9.49
164 H 14.29 18.62 14.53
165 H 13.58 31.97 18.20
166 H 20.51 22.83 15.71
167 H 17.20 21.65 18.91
168 H 16.71 17.52 15.96
169 H 12.44 16.68 18.46
170 H 10.95 18.83 15.32
171 H 23.76 13.03 17.70
172 H 16.52 11.91 14.14
173 H 18.14 15.44 10.29
174 H 17.66 24.37 16.22
175 H 15.83 21.05 10.84
176 H 23.62 13.80 16.24
177 H 13.50 14.50 19.39
178 H 13.89 18.14 9.69
179 H 23.79 20.60 12.27
180 H 16.38 14.45 8.88
181 H 15.57 25.15 14.00
182 H 21.11 23.96 20.28
183 H 27.59 21.37 22.19
184 H 14.32 30.94 19.45
185 H 23.28 20.77 22.18
186 H 20.39 19.62 12.24
187 H 20.83 23.57 13.59
188 H 21.08 23.64 9.91
189 H 23.83 18.70 9.39
190 H 17.06 23.40 22.58
191 H 20.61 15.29 14.27
192 H 22.68 22.23 10.52
193 H 20.76 24.71 18.70
194 H 23.15 21.86 20.89
195 H 25.27 16.43 8.88
196 H 21.15 16.18 17.86
197 H 16.87 10.66 12.99
198 H 24.35 20.76 18.34
199 H 16.55 18.37 14.39
200 H 18.26 20.79 10.53
201 H 11.55 10.68 20.17
202 H 14.26 20.40 14.76
203 H 23.64 19.48 17.28
204 H 16.55 23.15 16.84
205 H 25.04 19.02 18.24
206 H 17.49 16.64 18.50
207 H 22.72 23.48 11.81
208 H 21.11 24.43 16.31
209 H 18.09 20.14 20.69
210 H 25.77 23.17 16.66
211 H 20.17 19.47 10.46
212 H 15.10 29.30 17.67
213 H 21.34 26.38 14.76
214 H 18.45 14.32 19.42
215 H 14.80 17.04 19.85
216 H 14.51 27.14 13.95
217 H 25.48 22.54 18.30
218 H 19.83 19.48 19.23
219 H 18.87 22.03 19.17
220 H 18.28 17.77 13.65
221 H 20.30 23.25 17.28
222 H 21.44 12.69 18.06
223 H 14.72 30.44 16.52
224 H 16.61 26.23 14.92
225 H 17.49 13.50 20.59
226 H 22.96 14.55 17.69
227 H 19.25 23.05 12.95
228 H 14.12 18.82 12.18
229 H 13.82 20.55 12.22
230 H 16.16 15.81 17.87
231 H 18.29 25.17 13.28
232 H 19.28 24.94 14.69
233 H 22.53 21.92 16.27
234 H 19.38 14.26 13.36
235 H 14.55 17.46 8.12
236 H 11.72 15.71 17.22
237 H 21.73 11.98 16.61
238 H 13.45 15.83 17.22
239 H 28.19 23.75 17.00
240 H 16.65 23.34 15.06
241 H 17.07 13.39 18.89
242 H 13.15 20.81 19.28

Properties
DFT total energy = -9069.5157 Ha

These are the Löwdin partial charges, in e, on atoms 1 to 99: atom 1 (S): 0.720, atom 2 (S): 0.710, atom 3 (S): 0.650, atom 4 (S): 0.702, atom 5 (S): 0.714, atom 6 (S): 0.743, atom 7 (S): 0.668, atom 8 (S): 0.701, atom 9 (S): 0.686, atom 10 (O): -0.120, atom 11 (O): -0.175, atom 12 (O): -0.260, atom 13 (O): -0.318, atom 14 (O): -0.283, atom 15 (O): -0.287, atom 16 (O): -0.239, atom 17 (O): -0.137, atom 18 (O): -0.261, atom 19 (O): -0.210, atom 20 (O): -0.295, atom 21 (O): -0.275, atom 22 (O): -0.277, atom 23 (O): -0.267, atom 24 (O): -0.308, atom 25 (O): -0.153, atom 26 (O): -0.145, atom 27 (O): -0.191, atom 28 (O): -0.290, atom 29 (O): -0.322, atom 30 (O): -0.304, atom 31 (O): -0.170, atom 32 (O): -0.291, atom 33 (O): -0.153, atom 34 (O): -0.181, atom 35 (O): -0.307, atom 36 (O): -0.243, atom 37 (O): -0.187, atom 38 (O): -0.188, atom 39 (O): -0.218, atom 40 (O): -0.214, atom 41 (O): -0.240, atom 42 (O): -0.310, atom 43 (O): -0.216, atom 44 (O): -0.229, atom 45 (O): -0.152, atom 46 (O): -0.255, atom 47 (O): -0.291, atom 48 (O): -0.302, atom 49 (O): -0.184, atom 50 (O): -0.304, atom 51 (O): -0.327, atom 52 (O): -0.168, atom 53 (O): -0.216, atom 54 (C): -0.023, atom 55 (C): -0.117, atom 56 (C): -0.193, atom 57 (C): -0.051, atom 58 (C): -0.042, atom 59 (C): -0.089, atom 60 (C): -0.249, atom 61 (C): -0.189, atom 62 (C): -0.147, atom 63 (C): -0.082, atom 64 (C): -0.147, atom 65 (C): -0.073, atom 66 (C): -0.190, atom 67 (C): -0.050, atom 68 (C): -0.160, atom 69 (C): -0.094, atom 70 (C): -0.216, atom 71 (C): -0.211, atom 72 (C): -0.111, atom 73 (C): -0.192, atom 74 (C): -0.096, atom 75 (C): -0.157, atom 76 (C): -0.183, atom 77 (C): -0.077, atom 78 (C): -0.056, atom 79 (C): -0.074, atom 80 (C): -0.273, atom 81 (C): -0.166, atom 82 (C): -0.198, atom 83 (C): -0.293, atom 84 (C): -0.310, atom 85 (C): -0.311, atom 86 (C): -0.091, atom 87 (C): -0.201, atom 88 (C): -0.082, atom 89 (C): -0.102, atom 90 (C): -0.170, atom 91 (C): -0.102, atom 92 (C): -0.060, atom 93 (C): -0.139, atom 94 (C): -0.105, atom 95 (C): -0.209, atom 96 (C): -0.202, atom 97 (C): -0.133, atom 98 (C): -0.084, atom 99 (C): -0.059

***

Calculated maximum force in order - 1.9; 4.0 eV/A